Record 1
Molecular formula: C44H31F15IrN3O8PS2SbSe
Method: DFT, wB97M-V/def2-TZVPD

Structure (XYZ):
```
107
Properties=species:S:1:pos:R:3:forces:R:3
Ir 1.413101 -0.460727 -0.188937 0.8753 0.0270 -0.2478
F 5.666030 1.455406 3.217060 -0.0110 0.0707 -0.1493
C 5.131026 0.980407 2.083426 -0.0844 0.0039 0.1773
F 6.018790 0.222398 1.478135 0.0117 -0.0464 0.1629
F 4.771378 2.000331 1.325837 0.0470 -0.0326 0.0032
S 3.664829 -0.032179 2.617919 0.2794 0.0988 -0.0011
O 3.110359 -0.755690 1.475061 0.0957 0.3050 -0.1101
O 4.199974 -0.842386 3.656070 -0.1013 -0.1544 0.1478
N 2.711924 1.087004 3.178972 -0.1004 -0.0783 -0.1116
S 1.322470 1.619472 2.765773 -0.0052 0.5547 0.1916
O 0.728934 1.077393 1.540017 0.0788 0.0314 -0.0459
O 0.412219 1.688622 3.864586 -0.0481 -0.0557 0.1256
C 1.629415 3.393389 2.319528 -0.1372 -0.1750 0.0252
F 2.530619 3.507076 1.355720 -0.0548 -0.0064 0.0757
F 2.029141 4.082074 3.379397 -0.0044 -0.0514 -0.0175
F 0.461276 3.891494 1.889716 0.1330 0.0524 0.0537
N 1.102565 -2.697596 -2.313923 -0.0287 -0.2752 -0.1739
C 0.455358 -3.728500 -2.864122 -0.1027 0.0824 0.0359
C -0.791653 -3.793712 -2.269761 -0.1100 -0.0051 0.0528
C -0.806323 -2.744723 -1.349346 0.0317 0.0380 -0.2147
N 0.349935 -2.090528 -1.391033 0.1852 0.4546 0.1669
H 2.035524 -2.303429 -2.463779 0.0107 0.0725 0.0110
H 0.901166 -4.330211 -3.637589 0.0486 0.0028 0.0324
H -1.574598 -4.507441 -2.456058 0.0243 0.0039 -0.0313
H -1.589878 -2.424245 -0.681876 -0.0043 -0.0022 0.0352
O 5.063822 0.390555 -0.937441 0.3176 -0.1319 0.2442
Se 3.724780 0.548192 -1.796069 0.6830 0.5092 -1.4245
O 0.785647 1.136552 -2.965022 -0.0222 -0.3036 0.0108
O 2.910960 -0.983137 -1.707861 -0.8543 -0.2420 0.7620
O 2.587544 1.402896 -0.817583 -0.2644 -0.5162 0.6745
F 1.029835 7.867022 -0.117298 -0.0922 -0.0201 -0.0257
C -0.129736 7.371000 -0.575785 -0.0296 0.1425 -0.0718
F -0.433300 8.048374 -1.704029 0.0277 -0.0487 0.1083
F -1.083856 7.668120 0.325025 0.0788 -0.0031 -0.0598
C -0.051511 5.892661 -0.831759 0.0677 -0.0953 0.0203
C 1.172329 5.285686 -1.062566 -0.1259 0.0887 -0.0464
C 1.228838 3.918338 -1.272918 0.0843 -0.0472 -0.0219
C 0.068277 3.145857 -1.252305 0.2812 -0.0398 0.1813
C -1.160718 3.780110 -1.066729 -0.0440 -0.0128 0.0197
C -1.220307 5.145290 -0.853616 0.0240 0.0509 -0.0264
P 0.232353 1.335909 -1.457772 -1.0805 0.0613 -0.2048
C 0.448275 1.799787 -4.123129 -0.0349 0.2141 -0.2663
C -0.755165 2.463571 -4.311682 -0.0051 -0.1053 0.2085
C -1.026039 3.050458 -5.536830 0.0579 -0.0071 -0.0774
C -0.093269 2.985951 -6.558999 0.0085 0.0776 0.0290
C 1.120729 2.339385 -6.359863 -0.1109 0.0407 -0.0112
C 1.390982 1.746587 -5.141831 0.1132 -0.1152 0.0577
C -0.406622 3.583219 -7.898963 -0.0738 -0.0312 -0.0754
F -1.322363 4.565495 -7.814552 0.0854 -0.0870 -0.0314
F 0.684662 4.098686 -8.491832 -0.0689 -0.0338 0.0329
F -0.906556 2.653693 -8.744958 0.0435 0.1180 0.0450
C -1.502219 0.752108 -1.465562 -0.0174 -0.0596 0.0533
C -2.193335 0.888447 -0.256161 0.1277 -0.0119 -0.1451
C -3.440985 0.318682 -0.089758 -0.1057 -0.0475 -0.0663
C -3.997414 -0.423687 -1.125494 0.0927 0.1089 0.0545
C -3.310091 -0.594614 -2.316864 -0.1134 -0.0364 -0.0282
C -2.063435 -0.013468 -2.482798 0.1098 0.1888 -0.0986
C -5.322194 -1.096604 -0.920775 -0.0998 -0.0779 0.0228
F -5.159482 -2.363399 -0.476419 -0.0340 0.0818 -0.0341
F -6.031139 -1.172352 -2.060584 0.0323 -0.0071 0.0809
F -6.080382 -0.458171 -0.012979 0.0536 -0.0744 -0.0948
H 2.079158 5.874434 -1.056640 0.0152 -0.0306 0.0066
H 2.185025 3.438536 -1.416677 -0.0125 0.0005 0.0288
H -2.087443 3.226855 -1.089301 -0.0114 -0.0644 0.0222
H -2.173558 5.633833 -0.702168 -0.0152 -0.0418 0.0258
H -1.479427 2.517909 -3.512580 -0.0387 0.0011 -0.0377
H -1.968754 3.555520 -5.695700 0.0137 0.0238 0.0278
H 1.848563 2.306380 -7.159107 0.0289 -0.0214 0.0285
H 2.327981 1.234794 -4.963471 -0.0128 0.0098 0.0237
H -1.728674 1.436608 0.555816 -0.0734 0.0271 0.0316
H -3.989425 0.440920 0.833838 0.0600 -0.0127 0.0229
H -3.749517 -1.181087 -3.113537 0.0236 0.0051 0.0001
H -1.529103 -0.159011 -3.413726 0.0145 -0.0107 0.0084
C 0.216190 -6.518551 0.117953 -0.0257 -0.0110 -0.0031
C -0.967907 -5.919236 0.521369 -0.0376 -0.0139 0.0227
C -0.949763 -4.652196 1.087552 0.0402 -0.0866 0.1513
C 0.255932 -3.983216 1.266818 -0.0288 0.4721 0.1485
C 1.439504 -4.576494 0.834394 -0.0370 0.1084 -0.0150
C 1.419769 -5.844977 0.270887 0.0336 -0.0346 -0.0354
Sb 0.359476 -1.961443 2.039655 -0.6216 -1.0648 0.1311
C -1.597675 -1.761139 2.908671 0.2990 0.1255 -0.3999
C -2.163221 -2.845623 3.572355 0.0009 0.0326 0.0485
C -3.387884 -2.704919 4.207276 0.0094 -0.0775 -0.0170
C -4.037851 -1.477710 4.202827 -0.0095 0.0306 -0.0027
C -3.455554 -0.387236 3.575899 -0.0188 0.0730 0.0017
C -2.238573 -0.528646 2.921427 0.0589 -0.0843 0.0219
C 1.207972 -2.417870 3.952122 0.1204 0.1507 -0.2746
C 0.888259 -1.599102 5.029407 0.0788 0.0243 -0.0616
C 1.402057 -1.886850 6.284408 -0.0133 0.0239 0.0680
C 2.228919 -2.985429 6.465243 -0.0075 0.0103 -0.0009
C 2.528335 -3.810838 5.392347 0.0652 -0.0596 0.0528
C 2.022548 -3.527897 4.133736 0.0134 0.0827 -0.1248
H 0.199933 -7.507380 -0.322235 0.0102 -0.0008 0.0070
H -1.911353 -6.435407 0.392024 0.0090 -0.0072 0.0006
H -1.880511 -4.187694 1.391370 -0.0097 -0.0474 -0.0513
H 2.379382 -4.039853 0.924343 0.0396 -0.0653 -0.0154
H 2.344370 -6.308748 -0.049345 0.0038 0.0228 -0.0091
H -1.638416 -3.792988 3.607495 -0.0455 -0.0070 0.0566
H -3.831308 -3.554832 4.710369 -0.0020 0.0162 0.0160
H -4.993069 -1.368870 4.699846 0.0098 -0.0013 0.0155
H -3.940621 0.581030 3.605011 -0.0175 -0.0137 -0.0019
H -1.768003 0.324263 2.450695 -0.0254 0.0452 0.0471
H 0.255848 -0.731447 4.896258 -0.0516 0.0574 0.0206
H 1.154383 -1.248067 7.122605 0.0293 0.0191 -0.0168
H 2.647113 -3.192473 7.441808 -0.0324 -0.0274 0.0030
H 3.165148 -4.674859 5.533524 0.0091 0.0118 -0.0119
H 2.269242 -4.169846 3.298153 0.0203 -0.0329 0.0498
```
Positions in Å, forces in eV/Å.

For the electronic energy, the calculation gives -213421.9921 eV. As for the multiplicity: 5. For the HOMO energy (spin up / spin down), the calculation gives -8.3035 / -8.9922 eV.



Record 2
Molecular formula: C44H32Cl2CrN9OP2S
Method: DFT, wB97M-V/def2-TZVPD

Structure (XYZ):
```
92
Properties=species:S:1:pos:R:3:forces:R:3
Cr -1.085258 -0.870276 -0.581397 -0.3575 0.3355 -0.8205
O 0.329142 0.518024 2.207603 0.1137 0.0044 0.4444
C 1.625342 0.630424 2.623203 0.6234 -0.3468 -0.2984
C 2.097642 1.538224 3.554403 0.0272 0.2394 0.1902
C 3.455642 1.560424 3.849003 -0.1508 -0.1082 -0.1745
C 4.331342 0.690424 3.215003 0.2472 0.0814 0.1941
C 3.870242 -0.172576 2.238103 -0.3632 -0.0739 0.0773
C 2.513942 -0.205476 1.930303 -0.3762 0.4420 0.1077
P 1.756142 -1.056376 0.515003 0.7024 -0.8709 0.1569
C 1.675642 -2.789976 1.070803 -0.0590 0.1308 -0.0649
C 1.256242 -3.718976 0.119403 0.1015 0.1391 -0.0720
C 0.987142 -5.021476 0.486503 -0.0368 -0.1216 -0.0082
C 1.146542 -5.406376 1.808303 0.0612 -0.1033 0.0640
C 1.597642 -4.498576 2.751803 -0.0720 -0.1037 0.1090
C 1.852942 -3.188176 2.389603 -0.0163 0.1842 -0.1049
C 3.197042 -1.037376 -0.615697 -0.0604 0.1007 -0.1551
C 3.787342 -2.150276 -1.201697 -0.1162 0.1083 0.2745
C 4.740642 -1.990076 -2.192697 0.2102 0.0170 -0.1992
C 5.112242 -0.725676 -2.616897 0.0308 -0.0266 -0.0194
C 4.537742 0.391924 -2.025597 0.1064 0.1098 -0.0589
C 3.587242 0.237124 -1.037897 0.0374 -0.1247 0.1206
C -0.723258 0.900724 2.991903 -0.8327 0.5008 0.3329
C -0.744658 0.833024 4.373603 0.2600 -0.0992 -0.0881
C -1.864358 1.283324 5.055103 -0.0741 -0.0439 -0.0560
C -2.957158 1.768824 4.359803 -0.0702 0.0160 0.1415
C -2.961958 1.770824 2.974003 0.2469 0.1376 -0.1006
C -1.844158 1.340924 2.278403 0.5456 -0.3204 0.0776
P -1.671658 1.172124 0.467303 -0.8969 1.9696 0.4801
C -3.376958 1.550724 -0.080497 -0.0576 -0.2279 0.0152
C -3.730858 2.534224 -0.996197 0.1215 0.0175 0.2532
C -5.033658 2.606424 -1.459197 -0.0808 0.1354 0.0302
C -5.992458 1.715724 -1.012197 -0.0370 -0.0424 -0.0272
C -5.646258 0.732624 -0.100297 -0.1266 -0.0439 0.0200
C -4.344758 0.642124 0.351403 0.1019 0.0379 0.0950
C -0.715558 2.696224 0.102703 0.2414 -0.2507 -0.1479
C -0.438958 3.003224 -1.229397 -0.1265 0.0003 0.0559
C 0.397342 4.053224 -1.555697 0.0974 0.1022 -0.0365
C 0.998842 4.799824 -0.556897 0.0488 0.0208 0.0172
C 0.728742 4.506124 0.768503 0.1014 0.1221 0.0582
C -0.121558 3.466824 1.099303 -0.1602 -0.0990 0.0230
H 1.425942 2.236024 4.031703 -0.0427 -0.0001 0.0476
H 3.830042 2.276324 4.567103 -0.0030 0.0098 0.0721
H 5.381542 0.695124 3.475703 0.0270 0.0481 -0.0219
H 4.555142 -0.827676 1.715303 -0.0072 0.0319 -0.0678
H 1.148042 -3.401276 -0.910197 -0.1363 -0.1099 -0.0299
H 0.626442 -5.723176 -0.251697 0.0049 -0.0528 -0.0779
H 0.919942 -6.419176 2.104303 -0.0323 -0.1224 0.0382
H 1.725642 -4.806176 3.780003 0.0015 -0.0243 0.0727
H 2.170442 -2.463676 3.127203 0.0248 -0.0143 0.0872
H 3.511142 -3.143576 -0.880597 -0.0455 -0.0651 -0.0207
H 5.192542 -2.861276 -2.644697 0.0165 -0.0812 -0.0361
H 5.842042 -0.606276 -3.407597 0.0109 -0.0168 0.0043
H 4.820142 1.383724 -2.353997 0.0108 0.0421 0.0116
H 3.125942 1.106424 -0.581997 -0.0188 0.0702 -0.0756
H 0.097942 0.427424 4.913803 0.0595 -0.0013 0.0288
H -1.880758 1.242124 6.135503 0.0028 -0.0066 0.0381
H -3.817958 2.132824 4.899603 -0.1125 0.0053 0.0413
H -3.830858 2.122224 2.437103 -0.0250 -0.0204 -0.0443
H -2.993158 3.235524 -1.357497 0.0062 -0.0023 -0.0474
H -5.299158 3.354924 -2.188397 -0.0047 0.1285 -0.1074
H -7.004858 1.772924 -1.384697 -0.0842 0.0313 -0.0490
H -6.385958 0.027724 0.253303 -0.0346 -0.0482 0.0071
H -4.063158 -0.126176 1.060803 -0.1200 -0.0026 -0.0494
H -0.891958 2.417924 -2.014597 -0.0870 -0.1075 -0.1035
H 0.592942 4.275724 -2.593197 0.0220 -0.0008 -0.1533
H 1.682442 5.598124 -0.807797 0.0231 0.0960 -0.0253
H 1.187642 5.084724 1.557003 0.0549 0.0681 0.0741
H -0.322558 3.262224 2.142503 0.0009 -0.0003 -0.0120
N -2.454658 -4.008676 -0.304997 -0.1874 -0.1803 0.0602
C -2.582458 -3.138276 0.738903 -0.0181 0.5396 0.3057
N -3.179358 -3.404376 1.896803 0.1194 -0.8263 -0.8322
N -3.067458 -2.287676 2.600203 -0.0500 0.5895 0.3895
N -2.453158 -1.383576 1.927403 0.0692 0.1825 0.5930
N -2.120058 -1.870176 0.719203 -0.7758 -1.5489 0.7721
C -1.713658 -3.710076 -1.415297 0.6217 0.3748 -0.5585
N -1.499258 -4.537776 -2.431097 -0.6785 -0.2947 0.9816
N -0.697558 -3.862776 -3.247997 0.4478 0.1570 -0.4786
N -0.431158 -2.703976 -2.776397 0.4746 0.3488 -0.5445
N -1.056458 -2.544276 -1.595697 -0.6200 -1.8247 -0.2950
H -2.883058 -4.917376 -0.243997 0.0589 0.1101 0.0373
Cl 0.548542 -0.007576 -1.951697 1.5124 0.5499 -0.5189
C 0.292642 0.522324 -3.564797 -0.5300 0.2971 -0.7492
C 1.400742 0.705924 -4.364597 0.0274 -0.0543 0.1572
C 1.232542 1.190724 -5.649597 -0.0226 0.0404 0.0211
C -0.042558 1.525624 -6.083597 0.0561 -0.0154 -0.0784
C -1.134458 1.336924 -5.262097 0.2913 -0.1419 0.1348
Cl -2.684558 1.804224 -5.854397 -0.3293 0.0756 -0.1734
C -1.029258 0.775224 -3.974297 -0.0329 -0.1845 0.1792
S -2.370958 0.433224 -2.964797 -0.1837 -0.0400 0.2666
H 2.374842 0.463224 -3.969297 0.1536 -0.0520 -0.0191
H 2.086042 1.306924 -6.298197 0.0745 0.0638 -0.0904
H -0.210158 1.926724 -7.072497 0.0544 0.0339 -0.0682
```
Positions in Å, forces in eV/Å.

For the electronic energy, the calculation gives -144487.5989 eV. As for the multiplicity: 5. As for the net charge: -1. For the HOMO energy (spin up / spin down), the calculation gives -4.3661 / -4.4037 eV.



Number 1: strongest force on any atom 0.0323 hartree/bohr. Number 2: strongest force on any atom 0.0431 hartree/bohr.